# 1
The following is a quantum chemistry calculation of a cluster of 12 separate species, C45H90Cl2O26 in total, from the OMol25 dataset.

The LUMO energy comes out at 0.00549 Ha. As for the structure (SMILES): CCOC(=O)OC.CCOC(=O)OC.CCOC(=O)OC.CCOC(=O)OC.CCOC(C)=O.CCOC(C)=O.CCOC(C)=O.CCOC(C)=O.CCOC(C)=O.CCOC(C)=O.CCOC(C)=O.ClCCl. For the orbital gap, the calculation gives 10.3 eV.

The geometry in ORCA input format:
```
! wB97M-V def2-TZVPD RIJCOSX def2/J DEFGRID3
* xyz 0 1
C -5.744 -6.490 -8.494
C -27.094 -14.974 -11.999
C -23.630 -1.891 -5.520
O -8.631 -6.484 -10.992
H -13.793 -12.247 -11.094
H -17.124 -14.663 -15.955
H -23.460 -0.103 -18.732
C -24.407 -17.127 -10.743
H -17.407 -6.197 -21.538
O -15.447 -14.400 -14.858
O -23.572 -1.040 -4.635
H -17.842 -4.794 -12.285
H -14.582 -10.920 -11.683
H -20.700 -4.498 -6.608
O -23.761 2.350 -20.146
H -27.238 -11.764 -5.251
H -24.948 -17.748 -10.029
O -24.696 -10.162 -4.174
H -22.170 -4.779 -10.996
H -19.414 -9.075 -16.775
O -26.449 -15.850 -11.226
H -21.502 -7.060 -9.970
O -12.965 1.505 -8.333
H -19.979 2.598 -9.066
H -20.827 -2.357 -5.298
C -20.286 -7.830 -18.456
C -30.464 -7.720 -10.022
O -30.828 -10.132 -8.623
O -22.743 -2.804 -5.862
H -26.175 0.073 -12.521
H -32.440 -8.066 -6.658
H -24.517 -15.112 -11.511
H -28.394 -16.070 -13.414
C -25.078 -15.719 -10.800
H -21.783 0.295 -18.276
H -26.938 -12.268 -3.538
C -6.016 -5.987 -9.937
C -26.529 1.016 -12.937
O -12.725 2.689 -6.364
O -17.888 4.884 -12.703
C -22.752 0.707 -18.559
H -21.126 -9.352 -17.119
H -25.989 5.380 -19.051
C -16.125 -13.941 -13.787
C -24.433 3.142 -19.302
H -9.111 -3.858 -8.984
H -31.312 -7.760 -10.705
O -20.582 -3.113 -12.332
H -29.118 -14.697 -12.552
C -26.546 -11.743 -4.409
H -17.135 -7.866 -20.838
O -31.073 -7.841 -8.744
C -26.553 -8.071 -3.734
O -20.234 -5.243 -11.592
O -7.131 -5.118 -9.908
O -18.303 6.517 -11.119
C -18.819 -6.818 -20.047
H -28.400 -7.398 -4.479
C -25.858 -1.289 -6.268
C -19.857 -4.062 -12.041
O -25.576 3.520 -19.898
H -27.641 -6.211 -3.484
H -13.314 0.727 -5.818
H -13.105 4.451 -8.353
H -6.571 -7.136 -8.198
H -28.433 -7.583 -2.682
H -24.317 -17.686 -11.674
H -31.142 -9.125 -5.965
H -18.167 -3.512 -11.007
C -8.355 -5.624 -10.186
H -26.421 -1.363 -5.338
H -23.045 1.100 -17.586
H -16.202 -16.158 -15.808
H -25.691 -0.217 -6.373
O -15.375 -13.219 -13.025
H -21.947 -2.943 -4.023
H -5.716 -5.705 -7.738
O -26.854 -9.421 -3.886
H -16.036 -13.554 -11.127
H -26.073 -7.715 -4.646
C -14.801 -11.835 -11.133
H -9.784 -5.462 -8.638
C -22.573 1.711 -19.662
C -17.445 -6.837 -20.656
C -31.260 -9.063 -8.179
C -19.326 3.348 -8.619
H -18.590 5.316 -8.894
H -26.585 -1.597 -7.020
H -4.841 -7.099 -8.458
H -25.984 -7.800 -2.845
H -27.403 4.627 -19.724
H -21.033 -8.058 -19.216
H -16.621 -6.541 -20.008
C -12.251 3.777 -8.412
H -11.421 4.248 -7.885
H -18.899 3.029 -12.819
H -21.132 -7.546 -11.689
H -10.850 0.887 -5.848
C -15.819 -12.739 -11.818
H -28.765 -16.156 -11.624
H -5.154 -5.364 -10.177
H -29.312 -6.121 -10.982
C -18.380 5.366 -11.487
C -20.961 -4.410 -5.553
C -31.877 -8.994 -6.759
H -18.315 2.957 -8.501
C -17.939 3.492 -13.046
C -18.385 -3.891 -12.006
H -23.371 -16.986 -10.433
C -12.632 2.511 -7.701
H -29.026 -6.395 -9.279
H -32.626 -9.783 -6.703
H -10.789 2.209 -4.860
H -26.730 4.023 -18.258
O -24.135 3.399 -18.154
H -19.948 -9.843 -18.227
H -15.155 -11.468 -10.170
H -22.175 1.032 -20.416
Cl -28.276 1.120 -12.571
H -16.750 -12.187 -11.946
H -26.348 0.986 -14.012
H -22.811 -7.264 -11.211
H -29.741 -8.524 -10.164
C -25.876 -10.347 -4.087
H -15.601 -14.915 -16.867
H -22.036 -5.468 -12.591
H -25.655 -12.292 -4.715
C -21.634 -3.050 -5.061
C -20.180 -9.022 -17.548
H -21.909 2.490 -19.286
C -28.434 -15.541 -12.462
C -16.116 -15.077 -15.920
H -20.226 5.174 -9.426
C -26.452 4.411 -19.238
H -12.102 3.649 -9.484
C -29.806 -6.356 -10.039
H -11.273 0.655 -4.167
O -26.641 -13.880 -12.326
C -11.404 1.324 -5.018
O -24.601 -2.008 -6.294
H -19.610 3.498 -7.577
H -20.604 -6.944 -17.907
C -21.777 -6.975 -11.021
O -18.859 4.298 -10.683
H -10.212 -4.589 -10.161
H -17.226 2.857 -12.520
Cl -25.534 2.294 -12.178
H -24.931 -15.198 -9.854
O -19.010 -7.618 -18.994
H -30.484 -5.507 -9.956
H -21.557 -5.262 -5.226
H -20.041 -4.469 -4.971
C -9.432 -4.800 -9.430
C -27.846 -7.280 -3.548
O -19.697 -6.126 -20.472
C -12.827 1.631 -5.450
O -17.326 -14.212 -13.592
C -21.641 -5.534 -11.577
H -17.712 3.288 -14.093
H -13.420 2.064 -4.645
C -19.277 4.639 -9.403
H -18.114 -3.080 -12.682
H -6.208 -6.875 -10.540
*
```

***

# 2
The following is a quantum chemistry calculation of a structure of composition C3H5F2OP, from the OMol25 dataset.

The LUMO energy comes out at 0.01232 Ha. For the orbital gap, the calculation gives 10.1 eV. Its relative energy (zero: lowest compared OMol25 entry of this formula, charge and spin) is 20.1 kcal/mol.

The geometry in ORCA input format:
```
! wB97M-V def2-TZVPD RIJCOSX def2/J DEFGRID3
* xyz 0 1
H 2.947 0.475 0.504
C 2.040 -0.026 0.399
H -0.854 -1.781 -1.043
H 1.327 1.417 -0.846
O -2.618 -0.891 0.154
F -0.806 1.256 0.911
C 1.122 0.501 -0.355
C -0.289 0.249 -0.324
H -2.740 0.033 0.546
P -1.105 -1.329 0.293
H 1.856 -0.791 1.055
F -0.880 0.888 -1.294
*
```

***

# 3
The following is a quantum chemistry calculation of a structure of composition C47H43N11O3SSiTb, from the OMol25 dataset.

The LUMO energy (alpha / beta) comes out at -0.15236 / -0.12425 Ha. Its expectation value of S² is 12.45. For the orbital gap (alpha / beta), the calculation gives 5.4 / 6.2 eV.

The geometry in ORCA input format:
```
! wB97M-V def2-TZVPD RIJCOSX def2/J DEFGRID3
* xyz 1 7
C 2.934 2.012 2.454
C 2.292 0.699 -3.668
C -4.536 0.176 -1.425
C -3.694 2.494 -6.628
C -3.237 -0.288 -1.335
H -2.927 5.770 -1.217
C -1.717 -3.832 -3.770
N -1.608 -3.132 3.038
H 0.458 -0.802 2.342
H -0.239 -1.296 3.869
H -5.123 3.165 -8.072
S -0.802 1.874 -2.449
C 0.502 1.800 1.991
H 2.988 3.923 -5.712
C -2.716 1.150 0.380
C 5.304 -2.936 -1.016
H 2.278 -0.282 -5.566
C 3.309 -0.402 1.268
H 2.369 1.988 -1.949
C -1.613 -3.568 -1.070
N -1.051 -2.610 -1.823
C 4.047 -2.583 -1.464
C 4.395 0.232 1.839
H -2.106 2.066 -5.262
C 6.350 -2.032 -1.108
N -0.222 -1.338 2.864
H -4.166 1.532 -6.494
C 4.204 1.473 2.437
N -0.408 3.792 -4.186
C -4.958 1.121 -0.499
H 7.338 -2.309 -0.775
H 0.798 2.891 3.866
C -2.257 -4.116 2.419
C -1.927 4.035 -6.104
H 2.744 2.969 2.910
C -0.911 -2.315 2.265
C -2.946 5.141 -3.290
Si 2.034 -0.890 -2.626
H -5.199 -0.202 -2.185
C -1.261 3.268 -3.267
H -2.900 -1.061 -2.014
H -1.735 -3.894 -4.845
H 2.807 4.034 -3.249
H 4.701 0.548 -2.528
H -4.032 5.060 -3.386
C -1.105 -2.757 -3.147
H -0.637 -1.965 -3.722
N 2.071 0.108 1.267
H -3.021 8.213 -1.702
N -2.961 -4.981 3.138
C 4.865 -0.432 -2.101
C -4.043 1.596 0.416
C -1.689 1.784 1.216
C -1.984 2.916 1.993
C -0.635 4.349 -5.454
H -2.883 3.502 1.900
C 3.804 -1.328 -2.021
H -2.972 7.880 -3.433
H -2.945 3.326 -2.255
H -4.038 5.354 -8.399
H -1.522 6.291 -2.153
H 3.228 -3.291 -1.386
H 5.369 -0.226 1.812
C 6.126 -0.780 -1.652
C -2.256 -4.681 -1.612
H 5.027 2.005 2.885
H -2.538 5.481 -4.243
C -2.316 -4.812 -2.987
C 2.431 1.932 -3.036
O 0.246 4.974 -5.984
C 2.668 3.090 -3.761
C -1.565 -3.404 0.391
C -3.283 7.488 -2.468
H -2.694 -5.400 -0.939
O -0.916 4.174 5.129
N -0.857 -2.382 0.908
C -3.619 4.643 -7.703
C 0.155 2.682 3.026
C -2.604 6.152 -2.189
H -5.976 1.479 -0.503
H 0.581 3.572 -4.028
C -1.077 3.288 2.962
H 2.711 1.762 -6.865
C 2.626 1.813 -5.790
C -2.464 4.950 -7.009
C -1.524 4.366 4.094
H -2.822 -5.652 -3.434
H 5.474 -3.919 -0.603
N -2.447 3.813 -2.989
H -4.347 2.314 1.156
H -1.963 5.896 -7.154
C -2.544 2.799 -5.923
O -2.384 5.124 3.689
N -0.434 1.297 1.163
H 1.919 -1.924 -3.720
H -4.365 7.375 -2.475
N -2.241 -4.289 1.086
H -3.434 -5.740 2.678
N -2.337 0.167 -0.464
C -4.232 3.414 -7.515
C 2.383 0.666 -5.057
H -3.036 -4.842 4.130
C 2.780 3.029 -5.145
Tb 0.131 -0.483 -0.577
H 6.939 -0.074 -1.738
C 1.878 1.301 1.877
H 3.424 -1.372 0.795
*
```

***

# 4
The following is a quantum chemistry calculation of a structure of composition C26H54As3N5OSSn, from the OMol25 dataset.

The LUMO energy (alpha / beta) comes out at -0.36036 / -0.42415 Ha. For the orbital gap (alpha / beta), the calculation gives 7.1 / 5.2 eV. Its relative energy (zero: lowest compared OMol25 entry of this formula, charge and spin) is 25.9 kcal/mol.

The geometry in ORCA input format:
```
! wB97M-V def2-TZVPD RIJCOSX def2/J DEFGRID3
* xyz 4 1
H 10.959 -21.567 -15.353
H 12.012 -18.314 -17.892
C 4.719 -6.156 -14.471
C 11.629 -20.879 -14.835
H 4.018 -8.216 -9.954
H 5.022 -21.688 -10.440
C 3.594 -10.082 -7.120
H 11.136 -19.925 -17.773
H 4.316 -8.090 -7.428
H 5.045 -5.931 -13.389
C 3.273 -10.337 -11.352
H 1.037 -19.903 -13.353
H 6.555 -15.312 -12.678
C 7.235 -15.618 -11.855
H 1.239 -6.886 -13.955
H 2.971 -21.010 -13.931
H 6.852 -21.333 -16.787
H 9.553 -16.769 -12.892
H 1.674 -20.305 -10.416
H 9.775 -18.448 -12.466
N 2.903 -9.252 -12.118
H 12.683 -21.182 -15.043
H 7.467 -17.541 -9.173
C 9.854 -18.015 -15.370
H 9.606 -18.046 -16.416
H 5.123 -21.218 -16.606
H 6.694 -17.437 -14.279
C 2.865 -9.349 -13.473
H 2.882 -12.057 -7.066
H 7.920 -16.304 -14.918
C 4.384 -20.977 -10.969
As 6.344 -20.199 -14.702
H 9.096 -17.482 -9.882
H 8.188 -15.083 -11.850
C 11.898 -19.259 -17.334
H 7.409 -22.402 -15.043
C 6.717 -22.071 -14.189
N 2.903 -20.736 -12.954
H 6.760 -15.384 -10.881
N 2.151 -18.468 -11.400
C 1.500 -20.486 -12.583
H 11.480 -20.985 -13.794
H 2.447 -18.159 -10.485
H 8.631 -20.227 -13.574
H 5.257 -5.417 -15.057
C 6.064 -20.718 -16.547
H 8.709 -20.154 -15.332
H 4.251 -22.314 -12.696
H 2.830 -8.342 -11.720
H 7.302 -17.430 -16.011
C 1.381 -19.700 -11.301
C 9.082 -17.769 -12.978
C 2.966 -11.347 -9.060
H 12.840 -19.828 -17.345
O 3.548 -11.397 -11.964
As 7.395 -17.588 -11.788
C 3.771 -9.050 -9.293
C 8.100 -17.963 -9.967
H 6.091 -20.123 -11.757
C 3.260 -10.250 -9.843
N 2.555 -8.321 -14.227
H 0.954 -21.434 -12.477
H 5.062 -7.170 -14.667
N 5.129 -19.807 -11.516
H 6.019 -19.851 -17.193
S 3.252 -10.893 -14.170
H 2.578 -6.714 -12.771
H 3.706 -20.612 -10.225
H 5.823 -22.629 -14.354
H 2.666 -12.262 -9.510
As 11.513 -19.081 -15.485
Sn 4.099 -18.605 -13.085
H 3.846 -10.031 -6.056
H 1.486 -17.710 -11.750
C 3.107 -11.235 -7.701
H 7.044 -22.267 -13.196
H 2.853 -22.358 -11.680
C 2.343 -6.909 -13.818
C 8.660 -18.238 -14.400
C 7.605 -17.334 -14.961
H 2.517 -8.454 -15.270
H 10.241 -17.007 -15.276
C 3.220 -5.995 -14.618
H 2.963 -6.001 -15.719
H 0.314 -19.458 -11.126
H 8.217 -18.996 -9.744
H 2.995 -4.917 -14.368
C 3.608 -21.702 -12.122
C 8.234 -19.712 -14.464
C 3.921 -8.988 -7.911
H 5.280 -19.180 -10.758
*
```

***

| no. | total energy (a.u.) |
| --- | --- |
| 1 | -4645.18919 |
| 2 | -733.56662 |
| 3 | -4156.93596 |
| 4 | -8690.50654 |